56
Properties=species:S:1:pos:R:3:forces:R:3 method="wB97M-V/def2-TZVPD" energy_ev=-123350.53162 gap_ev=10.5 smiles=ClCCl.ClCCl.ClCCl.ClCCl.CO.CO.CO.CO.CO.CO homo_energy_ha=-0.3743 total_charge=0 largest_force_ha_per_bohr=0.049
Cl 0.100 -5.298 -0.771 0.2 -0.4 0.1
C -0.173 -3.579 -0.936 -2.3 -0.1 -0.2
Cl 0.632 -2.876 -2.283 0.8 0.5 -1.0
H -1.270 -3.416 -1.103 1.0 -0.3 0.4
H 0.114 -3.075 -0.047 0.4 0.2 0.8
Cl 0.087 3.761 -4.389 0.1 -0.6 -0.1
C -0.797 2.188 -4.211 0.1 0.4 -0.6
Cl 0.139 0.716 -4.692 -0.2 1.0 0.5
H -1.075 2.201 -3.145 0.0 -0.7 -0.7
H -1.605 2.260 -4.961 0.2 -0.2 0.9
Cl 2.135 3.318 3.648 -0.1 -0.8 -0.3
C 1.632 2.075 2.450 -1.6 1.0 0.3
Cl 1.187 0.463 3.162 0.5 0.9 -0.4
H 0.747 2.507 1.950 0.1 -0.5 0.5
H 2.347 2.029 1.667 1.0 -0.7 -0.2
Cl -3.113 -0.387 -3.948 0.1 -0.8 0.6
C -2.882 -1.831 -2.899 0.1 0.0 -0.1
Cl -4.351 -2.312 -2.072 -0.4 0.2 0.3
H -2.617 -2.697 -3.469 0.2 -0.1 -0.8
H -2.088 -1.707 -2.169 -0.1 0.7 -0.1
C -1.917 -2.792 2.461 -1.1 -0.5 1.0
O -2.585 -3.215 1.296 2.2 0.3 -0.8
H -1.786 -3.628 3.145 0.5 -0.2 0.0
H -1.018 -2.313 2.207 1.5 0.3 -0.5
H -2.450 -2.060 3.055 -0.6 0.4 -0.1
H -3.486 -3.244 1.476 -2.4 -0.1 0.3
C 0.117 4.776 -0.507 0.9 0.7 -1.0
O -0.150 3.467 -0.102 0.0 -0.2 0.8
H 1.232 4.987 -0.679 -1.4 -0.3 0.4
H -0.401 4.962 -1.453 0.2 0.3 0.0
H -0.295 5.476 0.220 0.2 -0.1 0.1
H 0.017 2.868 -0.834 0.1 -0.5 -0.1
C 3.930 -2.553 1.081 0.2 -1.1 0.8
O 2.530 -2.248 1.138 -0.1 0.8 0.3
H 4.235 -3.086 2.028 -0.2 0.4 -1.0
H 4.049 -3.252 0.220 0.1 0.7 0.7
H 4.589 -1.675 0.981 -0.4 -0.2 -0.1
H 2.302 -1.778 1.968 0.4 -0.4 -0.6
C -0.676 0.174 -0.441 0.7 -0.4 -0.4
O 0.238 0.916 -1.230 -2.1 1.3 -0.6
H -0.271 -0.839 -0.433 -0.2 -0.3 0.6
H -0.777 0.591 0.568 -0.1 -0.2 -0.1
H -1.653 0.087 -0.936 0.2 0.5 0.1
H 1.135 0.743 -0.971 1.0 -0.5 0.1
C 3.718 -0.451 -1.549 -0.3 -0.1 0.2
O 2.623 0.064 -0.770 1.0 0.0 0.0
H 3.756 0.193 -2.424 0.1 -0.3 -0.1
H 4.673 -0.374 -1.008 -0.3 0.1 -0.1
H 3.557 -1.515 -1.814 0.0 0.6 0.0
H 2.504 -0.501 -0.005 0.0 -0.6 0.4
C -2.551 1.688 3.673 -1.2 1.0 0.5
O -3.838 2.383 3.756 0.8 -0.4 0.0
H -2.550 1.042 2.811 -0.1 -0.8 0.0
H -1.781 2.406 3.469 0.7 0.5 0.2
H -2.372 1.216 4.658 -0.1 0.0 -0.8
H -3.800 3.144 3.165 0.0 -0.2 0.1

56
Properties=species:S:1:pos:R:3:forces:R:3 method="wB97M-V/def2-TZVPD" energy_ev=-36805.12599 gap_ev=10.2 homo_energy_ha=-0.2911 total_charge=-1 largest_force_ha_per_bohr=0.052 relative_energy_kcal_mol=39.3
B 1.396 0.098 0.670 0.0 0.2 0.4
F 1.815 1.267 1.278 0.6 1.5 0.5
F 0.239 -0.292 1.310 -1.6 -0.4 0.3
F 1.219 0.311 -0.680 -0.4 0.1 -1.2
F 2.334 -0.874 0.871 1.4 -1.4 0.1
C 0.838 2.807 5.802 1.0 -0.6 -0.7
O 2.103 2.288 5.379 0.4 -0.2 0.8
H 0.798 2.799 6.892 0.3 0.2 0.0
H 0.800 3.821 5.404 -0.9 0.0 0.2
H 0.076 2.105 5.465 -0.5 0.5 -0.2
H 2.161 2.228 4.423 -0.3 0.0 -0.1
C 6.647 -0.490 -1.051 0.3 0.2 -0.7
O 7.911 -1.231 -0.964 -1.5 0.6 -0.2
H 6.598 0.165 -1.921 0.9 0.3 -0.1
H 5.759 -1.073 -1.293 0.1 -0.7 0.9
H 6.505 0.150 -0.180 0.0 -0.4 0.1
H 7.677 -2.152 -1.102 0.1 0.0 0.0
C 0.905 -3.383 5.091 -1.4 -0.8 0.4
O 0.919 -3.955 3.798 0.6 -0.2 0.1
H 1.771 -2.774 5.348 -0.3 0.3 -0.2
H -0.093 -2.967 5.227 0.3 1.4 0.0
H 0.782 -4.160 5.845 0.8 -0.6 -0.2
H 1.095 -3.236 3.186 0.0 0.1 -0.3
C -0.208 5.353 0.077 -2.1 0.0 0.2
O 1.062 5.377 0.565 2.0 0.7 0.4
H -0.668 6.341 0.041 0.6 0.5 -0.3
H -0.293 4.911 -0.916 -0.1 -0.3 0.0
H -0.852 4.897 0.828 -0.4 -0.8 -0.3
H 1.378 4.483 0.714 0.0 -0.2 0.0
C 1.214 -5.912 -2.813 -0.9 -0.1 0.3
C 0.665 -4.507 -2.525 0.2 -1.2 0.3
O 1.705 -3.670 -2.950 -0.1 1.0 0.0
H 2.231 -5.957 -2.422 0.0 0.0 -0.3
H 1.159 -6.153 -3.875 0.4 0.2 -0.1
H 0.655 -6.707 -2.320 -0.2 0.1 0.2
H 0.449 -4.368 -1.465 0.4 -0.1 0.3
H -0.298 -4.277 -2.981 0.0 -0.1 -0.7
H 1.563 -2.841 -2.487 0.3 0.4 -0.1
C -2.301 0.422 -5.799 0.9 0.2 2.4
C -2.253 1.744 -5.028 -1.2 0.5 -1.5
O -2.625 2.717 -6.037 -0.1 0.2 0.4
H -1.976 -0.279 -5.030 0.6 -0.5 -0.3
H -1.563 0.517 -6.596 -0.5 -0.5 -0.3
H -3.311 0.054 -5.980 0.1 0.6 -0.8
H -1.294 2.058 -4.615 0.2 -0.6 0.0
H -2.993 1.757 -4.227 0.0 -0.1 0.2
H -2.678 3.578 -5.616 0.0 0.1 0.0
C -6.419 0.795 1.366 -1.0 -1.6 -0.1
C -5.076 1.318 1.220 1.7 1.8 1.1
O -4.243 0.757 2.242 -0.1 -0.7 -0.3
H -6.783 0.911 2.387 -0.2 0.2 -0.1
H -6.296 -0.272 1.181 -0.6 -0.3 0.0
H -7.088 1.209 0.611 -0.2 0.1 0.2
H -5.093 2.372 1.498 0.0 0.5 -0.8
H -4.696 1.174 0.209 0.2 0.0 0.0
H -3.329 0.746 1.946 0.1 0.0 0.0

53
Properties=species:S:1:pos:R:3:forces:R:3 method="wB97M-V/def2-TZVPD" energy_ev=-28231.09430 gap_ev=10.2 smiles="NC(N)=O.CCO.CCO.CCO.CO.CO.CO" homo_energy_ha=-0.3579 total_charge=0 largest_force_ha_per_bohr=0.186 relative_energy_kcal_mol=89.3
N 1.719 -1.269 2.024 -2.9 -0.6 3.5
C 2.675 -1.265 1.152 4.8 -4.2 -7.1
N 3.437 -0.148 1.063 0.3 -1.3 -0.5
O 2.888 -2.328 0.278 -1.3 5.1 4.5
H 1.253 -2.184 2.082 0.3 0.7 0.2
H 1.763 -0.699 2.906 0.0 -0.8 -1.4
H 3.069 0.667 1.498 0.1 1.1 0.3
H 4.205 -0.118 0.385 -0.9 -0.1 0.6
C -3.152 2.469 -0.092 1.2 1.9 0.1
C -3.081 1.842 1.273 -1.0 -0.5 0.7
O -1.824 1.917 1.881 0.5 0.6 0.1
H -4.008 2.117 -0.608 -1.0 0.1 -0.6
H -2.290 2.282 -0.725 0.3 -0.7 0.0
H -3.078 3.588 -0.041 -0.7 -0.8 0.1
H -3.324 0.766 1.176 -0.3 0.3 0.1
H -3.855 2.327 1.954 1.0 -0.7 -0.7
H -1.209 1.413 1.311 -0.3 0.1 0.6
C 0.939 1.251 -1.244 0.9 -0.9 -1.5
C -0.005 0.208 -0.650 1.7 1.5 -1.2
O -0.044 0.364 0.719 -0.4 -0.1 1.1
H 1.932 1.183 -0.756 -0.3 -0.3 -0.6
H 0.693 2.298 -1.128 -0.8 0.2 0.1
H 0.977 1.002 -2.359 0.4 0.6 1.4
H 0.333 -0.763 -0.977 0.0 -0.5 0.2
H -0.956 0.411 -1.022 -1.8 -0.1 -0.7
H 0.540 -0.289 1.104 0.2 -0.5 0.7
C -1.638 -1.837 -3.636 -3.4 1.0 0.8
C -2.627 -2.957 -3.925 0.7 1.9 -1.0
O -3.073 -3.437 -2.726 -1.7 -3.4 0.9
H -1.070 -1.605 -4.456 1.5 0.7 -2.0
H -1.062 -2.025 -2.795 1.4 -0.8 1.4
H -2.235 -0.928 -3.330 0.5 -0.7 -0.5
H -2.201 -3.762 -4.465 0.9 -0.7 -0.9
H -3.420 -2.553 -4.568 -0.2 0.0 0.1
H -3.315 -4.397 -2.956 0.2 2.2 1.2
C 2.629 -0.985 -3.226 -1.2 0.6 0.1
O 3.619 -1.742 -3.815 1.0 0.1 -1.3
H 2.980 -0.033 -2.837 0.3 0.3 -0.2
H 2.238 -1.497 -2.362 -0.6 -0.3 0.4
H 1.832 -0.802 -3.979 0.3 0.0 0.5
H 3.840 -2.460 -3.249 0.3 -0.8 0.6
C -0.756 -0.917 4.366 0.7 -0.2 -2.1
O -1.283 -0.570 5.556 -0.6 1.5 3.0
H -1.243 -1.817 3.942 0.4 0.4 0.4
H 0.313 -0.994 4.453 0.9 -1.0 0.0
H -0.842 -0.091 3.688 -0.6 0.4 -1.1
H -0.815 0.252 5.852 -0.9 -1.2 -0.2
C 1.496 3.364 2.304 0.3 -1.1 2.3
O 1.704 1.966 2.101 0.8 0.4 0.5
H 0.966 3.792 1.522 -0.7 1.0 -1.6
H 2.434 3.828 2.532 0.7 0.3 -0.6
H 0.944 3.550 3.232 -0.4 -0.3 -0.1
H 0.991 1.616 1.575 -0.7 -0.2 -0.4

59
Properties=species:S:1:pos:R:3:forces:R:3 method="wB97M-V/def2-TZVPD" energy_ev=-37177.94490 gap_ev=9.5 smiles="NC(N)=O.NC(N)=O.NC(N)=O.NC(N)=O.CCO.CCO.CCO" homo_energy_ha=-0.3558 total_charge=0 largest_force_ha_per_bohr=0.042 relative_energy_kcal_mol=26.1
N -2.605 -0.121 2.503 -1.0 0.2 0.3
C -1.811 0.329 3.524 0.5 -0.2 -1.2
N -0.589 -0.308 3.563 -0.1 0.4 0.0
O -2.103 1.308 4.177 0.2 0.1 0.2
H -2.455 -0.891 1.874 0.5 0.1 0.0
H -3.340 0.521 2.268 -0.3 -0.2 0.1
H 0.170 0.165 4.018 0.0 -0.5 0.7
H -0.482 -1.265 3.280 0.1 0.0 0.0
N 2.922 -0.034 2.922 -0.6 -1.0 -0.1
C 2.799 0.194 4.263 0.6 0.0 0.1
N 3.660 1.135 4.776 -0.4 0.0 -0.5
O 2.008 -0.441 4.942 -0.1 0.4 0.0
H 3.298 0.531 2.183 0.0 0.4 0.4
H 2.279 -0.755 2.635 0.1 0.1 -0.3
H 3.562 1.314 5.759 0.3 -0.1 0.1
H 4.555 1.189 4.324 0.1 0.3 0.3
N -3.701 -0.628 -2.459 0.2 0.2 -0.5
C -5.014 -0.273 -2.550 -0.1 -0.1 0.4
N -5.652 -0.061 -1.348 0.1 -0.1 -0.3
O -5.595 -0.217 -3.617 -0.1 -0.2 0.0
H -3.135 -0.675 -1.621 -0.2 -0.2 0.1
H -3.334 -0.912 -3.351 0.3 0.1 0.1
H -5.166 0.264 -0.535 -0.1 -0.2 0.1
H -6.651 -0.130 -1.385 -0.1 0.4 0.2
N -0.554 0.346 -1.763 -0.1 -1.2 0.4
C -0.799 -0.134 -0.502 0.0 2.1 0.5
N -0.060 0.462 0.474 -0.4 -0.8 -0.3
O -1.737 -0.884 -0.222 0.1 -0.6 -0.6
H -1.141 -0.032 -2.483 0.1 0.3 -0.3
H -0.013 1.179 -1.887 -0.1 0.0 -0.2
H 0.721 1.078 0.300 0.0 -0.2 0.1
H -0.410 0.282 1.405 0.4 0.2 0.2
C 0.836 4.024 1.337 0.6 0.1 0.2
C 1.821 2.986 1.827 0.2 -0.1 0.9
O 2.304 2.140 0.770 0.2 0.1 0.2
H -0.017 3.580 0.831 -0.1 0.0 0.1
H 1.359 4.703 0.661 -0.2 0.0 -0.1
H 0.522 4.604 2.206 -0.3 0.0 -0.1
H 1.427 2.360 2.636 -0.5 -0.2 -0.5
H 2.657 3.447 2.369 0.1 0.2 -0.5
H 3.209 2.396 0.575 -0.1 0.1 -0.2
C -0.273 -5.698 -1.293 0.2 -0.3 -0.3
C -1.376 -4.673 -1.509 0.1 -0.9 0.4
O -0.812 -3.393 -1.332 -0.2 0.2 -0.3
H 0.328 -5.570 -0.393 -0.1 0.5 0.0
H 0.380 -5.637 -2.168 0.2 -0.1 0.2
H -0.636 -6.727 -1.231 -0.3 0.1 -0.2
H -2.215 -4.862 -0.829 0.1 0.2 0.2
H -1.768 -4.853 -2.517 0.0 0.4 -0.1
H -1.515 -2.733 -1.284 0.1 0.0 0.2
C 2.215 1.991 -3.667 0.6 -0.2 -0.2
C 3.282 1.034 -4.196 -0.4 0.3 -0.1
O 2.716 -0.016 -4.968 0.1 0.1 0.0
H 1.409 1.411 -3.223 0.0 0.2 0.1
H 1.841 2.587 -4.498 -0.3 0.0 0.1
H 2.695 2.663 -2.952 -0.3 0.0 0.2
H 3.888 0.621 -3.385 0.1 0.1 0.0
H 3.910 1.627 -4.860 0.3 -0.4 0.0
H 2.179 -0.550 -4.374 0.0 -0.1 -0.1